Entry 1:
Formula: C26H20FeP2S3
Source: OMol25
Level of theory: ωB97M-V/def2-TZVPD

```
! wB97M-V def2-TZVPD RIJCOSX def2/J DEFGRID3
* xyz -1 6
Fe 1.064 -2.912 0.378
S -0.908 -3.284 -0.822
P -0.215 -1.365 -1.090
C 1.081 -0.792 -0.150
P 1.004 -0.707 1.552
S 1.365 -2.407 2.641
C 2.247 0.532 2.101
C 2.645 0.603 3.433
C 3.560 1.563 3.846
C 4.088 2.460 2.927
C 3.701 2.392 1.598
C 2.780 1.429 1.187
C -0.563 -0.008 2.199
C -0.720 1.362 2.390
C -1.947 1.886 2.785
C -3.033 1.044 2.974
C -2.884 -0.322 2.779
C -1.654 -0.848 2.404
C -1.704 -0.271 -1.051
C -2.994 -0.754 -1.215
C -4.081 0.116 -1.217
C -3.883 1.479 -1.060
C -2.596 1.971 -0.899
C -1.514 1.096 -0.895
C 0.336 -1.218 -2.835
C 0.139 -2.230 -3.757
C 0.579 -2.084 -5.072
C 1.205 -0.916 -5.468
C 1.401 0.108 -4.548
C 0.971 -0.047 -3.237
H 2.241 -0.112 4.141
H 3.866 1.608 4.885
H 4.808 3.205 3.246
H 4.117 3.085 0.875
H 2.476 1.341 0.150
H 0.121 2.026 2.229
H -2.056 2.954 2.935
H -3.993 1.451 3.268
H -3.731 -0.984 2.918
H -1.536 -1.914 2.257
H -3.142 -1.822 -1.325
H -5.084 -0.275 -1.337
H -4.729 2.156 -1.053
H -2.434 3.033 -0.763
H -0.506 1.467 -0.742
H -0.341 -3.146 -3.436
H 0.436 -2.891 -5.781
H 1.551 -0.803 -6.489
H 1.900 1.022 -4.849
H 1.151 0.732 -2.505
S 2.939 -5.757 -0.283
C 2.473 -4.253 -0.222
*
```

Results
Electronic energy ... -4143.77542 Ha
Frontier orbital gap (spin up / spin down) ... 4.93 / 7.66 eV
HOMO level (spin up / spin down) ... -2.24 / -4.97 eV
LUMO (spin up / spin down) ... 2.69 / 2.69 eV
Expectation value of S² ... 8.775

Entry 2:
Formula: C26H20N6O4PbS3SbSe4
Source: OMol25
Level of theory: ωB97M-V/def2-TZVPD

```
! wB97M-V def2-TZVPD RIJCOSX def2/J DEFGRID3
* xyz -1 1
Pb 0.382 -0.488 0.278
N 0.999 2.245 2.710
C 0.107 1.377 3.181
N -0.192 0.250 2.608
C -1.050 -0.521 3.347
C -1.439 0.049 4.521
S -0.707 1.604 4.723
C -1.453 -1.806 2.806
C -2.113 -2.806 3.452
S -2.333 -4.173 2.409
C -1.497 -3.284 1.145
N -1.126 -2.102 1.505
N -1.326 -3.784 -0.097
H 1.400 2.028 1.797
H 0.916 3.216 2.969
H -2.108 -0.334 5.264
H -2.473 -2.842 4.460
H -1.382 -4.781 -0.225
H -0.658 -3.291 -0.672
O 3.896 1.224 -1.165
C 3.318 0.982 -0.125
O 2.107 1.336 0.152
C 4.041 0.267 0.992
C 5.149 0.935 1.502
C 5.958 0.370 2.468
C 5.658 -0.898 2.941
C 4.548 -1.559 2.466
C 3.718 -0.999 1.492
S 2.414 -2.046 0.949
H 5.374 1.918 1.115
H 6.820 0.905 2.840
H 6.289 -1.371 3.680
H 4.295 -2.541 2.837
O -7.123 2.708 -1.342
C -6.796 1.500 -0.863
O -7.617 0.798 -0.328
C -5.382 1.074 -1.059
C -4.697 1.400 -2.226
C -3.414 0.946 -2.435
C -2.770 0.154 -1.476
C -3.446 -0.128 -0.282
C -4.737 0.308 -0.087
N -1.485 -0.324 -1.634
C -0.991 -0.465 -2.828
C 0.340 -0.970 -3.069
C 0.699 -1.386 -4.358
C 1.999 -1.773 -4.597
C 2.912 -1.733 -3.551
C 2.461 -1.381 -2.293
N 1.208 -1.033 -2.051
H -6.354 3.229 -1.634
H -5.175 1.998 -2.989
H -2.897 1.252 -3.331
H -2.933 -0.705 0.471
H -5.262 0.070 0.827
H -1.631 -0.407 -3.709
H -0.052 -1.395 -5.134
H 2.300 -2.097 -5.582
H 3.948 -1.984 -3.700
H 3.128 -1.390 -1.444
Se -1.851 4.116 1.952
Sb -2.204 3.263 -0.281
Se 0.232 2.211 -1.055
Se 0.042 2.092 -3.213
Se -3.844 4.612 -1.471
*
```

Results
Electronic energy ... -12865.88319 Ha
Frontier orbital gap ... 4.96 eV
HOMO level ... -4.42 eV
LUMO ... 0.54 eV
Relative energy (zero: lowest compared OMol25 entry of this formula, charge and spin) ... 253.0 kJ/mol

Entry 3:
Formula: C26H21Br2IrN6O6S2
Source: OMol25
Level of theory: ωB97M-V/def2-TZVPD

```
! wB97M-V def2-TZVPD RIJCOSX def2/J DEFGRID3
* xyz 1 2
Ir 0.190 -0.271 -0.062
C -3.732 -2.323 2.965
S -4.034 -0.559 2.657
C -2.624 -0.189 1.655
S -1.067 -0.447 2.326
N -2.861 0.356 0.529
N -1.868 0.663 -0.291
C -1.930 1.697 -1.035
C -0.864 1.990 -1.956
C -1.006 2.938 -2.962
C 0.054 3.162 -3.825
C 1.218 2.429 -3.662
C 1.293 1.524 -2.613
N 0.278 1.320 -1.788
H -4.467 -2.642 3.698
H -2.727 -2.459 3.352
H -3.871 -2.877 2.039
H -2.774 2.375 -0.949
H -1.939 3.472 -3.074
H -0.028 3.901 -4.608
H 2.056 2.558 -4.331
H 2.190 0.944 -2.434
C 3.713 -2.040 0.469
C 3.435 -0.638 0.868
N 2.265 -0.015 0.884
C 2.489 1.263 1.331
C 3.821 1.414 1.598
N 4.388 0.205 1.298
C 4.689 2.527 2.082
O 4.108 3.666 2.335
O 5.870 2.312 2.203
C 1.362 2.230 1.416
O 1.565 3.357 1.867
O 0.251 1.791 0.979
H 2.862 -2.444 -0.072
H 3.926 -2.654 1.346
H 4.589 -2.072 -0.179
H 5.381 0.037 1.391
H 3.114 3.654 2.204
Br -0.835 -6.928 1.652
C -0.618 -5.111 1.199
C -1.464 -4.512 0.275
C -1.251 -3.186 -0.048
N -0.275 -2.468 0.502
C 0.529 -3.040 1.399
C 0.401 -4.361 1.775
H -2.265 -5.068 -0.189
H -1.871 -2.680 -0.776
H 1.292 -2.412 1.839
H 1.075 -4.794 2.499
Br -1.126 -3.880 -6.966
C 0.235 -3.485 -5.701
C 1.537 -3.890 -5.956
C 2.530 -3.619 -5.026
C 2.224 -2.930 -3.866
C 0.916 -2.510 -3.632
C -0.090 -2.795 -4.548
C 0.604 -1.742 -2.395
O -0.557 -1.342 -2.163
O 1.543 -1.495 -1.572
H 1.777 -4.411 -6.872
H 3.546 -3.939 -5.210
H 2.982 -2.703 -3.131
H -1.103 -2.474 -4.349
*
```

Results
Electronic energy ... -7831.86507 Ha
Frontier orbital gap (spin up / spin down) ... 5.70 / 6.36 eV
HOMO level (spin up / spin down) ... -11.39 / -11.39 eV
LUMO (spin up / spin down) ... -5.69 / -5.03 eV
Relative energy (zero: lowest compared OMol25 entry of this formula, charge and spin) ... 412.3 kJ/mol
Expectation value of S² ... 1.054

Entry 4:
Formula: C26H21BrCl2F3N4O5RuS
Source: OMol25
Level of theory: ωB97M-V/def2-TZVPD

```
! wB97M-V def2-TZVPD RIJCOSX def2/J DEFGRID3
* xyz 0 2
Ru -0.662 -0.427 0.247
F 0.448 4.851 -0.630
C 0.401 4.798 0.714
F -0.865 5.073 1.082
F 1.166 5.810 1.172
C 0.870 3.475 1.248
C 1.993 3.401 2.050
C 2.422 2.165 2.514
C 1.690 1.049 2.171
N 0.598 1.121 1.416
C 0.188 2.290 0.918
S -1.174 2.196 -0.127
H 2.529 4.307 2.298
H 3.313 2.075 3.118
H 1.973 0.061 2.511
Cl 1.933 -6.239 4.400
C 1.056 -4.982 3.594
C -0.020 -4.373 4.254
C -0.700 -3.353 3.648
Cl -2.003 -2.570 4.468
C -0.387 -2.894 2.325
O -1.062 -1.945 1.807
C 0.689 -3.573 1.677
C 1.038 -3.235 0.329
O 0.491 -2.408 -0.397
C 1.407 -4.587 2.334
H -0.305 -4.708 5.242
H 1.887 -3.807 -0.085
H 2.238 -5.063 1.828
C 0.445 2.689 -3.513
C -0.016 1.453 -4.282
C 0.546 0.106 -3.750
C 0.003 -1.057 -4.596
C 0.521 -2.411 -4.109
C 2.058 0.166 -3.884
O 2.624 0.099 -4.951
N 2.763 0.347 -2.716
C 2.247 0.433 -1.419
O 2.979 0.705 -0.492
N 0.917 0.166 -1.290
C 0.099 -0.065 -2.312
O -1.079 -0.379 -2.047
H 0.015 3.584 -3.963
H 1.531 2.793 -3.533
H 0.118 2.659 -2.477
H 0.303 1.537 -5.323
H -1.105 1.386 -4.254
H 0.312 -0.893 -5.628
H -1.086 -1.035 -4.545
H 1.608 -2.457 -4.192
H 0.103 -3.217 -4.713
H 0.240 -2.584 -3.069
H 3.764 0.456 -2.801
Br -5.982 1.417 4.325
C -4.561 0.926 3.182
C -3.268 0.865 3.675
C -2.262 0.488 2.805
N -2.491 0.210 1.527
C -3.733 0.272 1.059
C -4.808 0.623 1.854
H -3.048 1.101 4.705
H -1.239 0.406 3.146
H -3.865 0.043 0.009
H -5.808 0.665 1.448
*
```

Results
Electronic energy ... -5885.74693 Ha
Frontier orbital gap (spin up / spin down) ... 6.40 / 7.08 eV
HOMO level (spin up / spin down) ... -8.10 / -8.08 eV
LUMO (spin up / spin down) ... -1.70 / -1.00 eV
Expectation value of S² ... 0.832

Entry 5:
Formula: C26H21Cl3Ge2N3O7Ru
Source: OMol25
Level of theory: ωB97M-V/def2-TZVPD

```
! wB97M-V def2-TZVPD RIJCOSX def2/J DEFGRID3
* xyz -1 1
Ru -0.001 -0.307 -0.896
O 3.792 -0.491 -1.032
C 2.743 -1.103 -1.203
O 1.765 -0.695 -1.935
C 2.552 -2.449 -0.543
C 3.672 -3.198 -0.261
C 3.559 -4.483 0.259
C 2.315 -5.044 0.493
C 1.197 -4.304 0.207
C 1.244 -2.955 -0.258
O 0.167 -2.268 -0.311
N -0.098 -4.954 0.405
O -0.240 -5.637 1.405
O -0.942 -4.810 -0.456
N 4.749 -5.259 0.543
O 4.608 -6.390 0.984
O 5.835 -4.744 0.340
H 4.645 -2.770 -0.456
H 2.224 -6.045 0.889
Cl -1.307 -0.266 2.673
Ge -2.487 0.300 0.931
Cl -3.977 1.586 1.883
Cl -3.599 -1.451 0.397
N 1.195 0.302 0.731
H 1.268 -0.484 1.372
H 0.815 1.076 1.265
H 2.135 0.543 0.420
C -1.493 1.174 -0.417
Ge -2.454 1.517 -2.076
C -2.690 -0.308 -2.733
C -3.885 -0.897 -3.124
C -3.953 -2.268 -3.351
C -2.832 -3.067 -3.181
C -1.621 -2.492 -2.823
C -1.562 -1.124 -2.604
C -4.166 2.451 -1.925
C -5.276 1.793 -1.394
C -6.486 2.453 -1.230
C -6.603 3.788 -1.592
C -5.506 4.460 -2.110
C -4.298 3.795 -2.274
C -1.289 2.502 -3.300
C -1.796 3.043 -4.482
C -0.961 3.673 -5.394
C 0.402 3.762 -5.139
C 0.923 3.220 -3.975
C 0.080 2.598 -3.062
H -1.109 2.072 0.082
H -4.778 -0.293 -3.235
H -4.895 -2.716 -3.646
H -2.898 -4.138 -3.323
H -0.738 -3.100 -2.683
H -0.537 -0.647 -2.608
H -5.197 0.756 -1.084
H -7.333 1.926 -0.809
H -7.546 4.305 -1.461
H -5.589 5.505 -2.385
H -3.447 4.333 -2.676
H -2.857 2.969 -4.699
H -1.372 4.086 -6.306
H 1.057 4.245 -5.854
H 1.986 3.265 -3.777
H 0.509 2.164 -2.164
*
```

Results
Electronic energy ... -7323.69642 Ha
Frontier orbital gap (spin up / spin down) ... 7.36 / 7.32 eV
HOMO level (spin up / spin down) ... -5.18 / -5.13 eV
LUMO (spin up / spin down) ... 2.18 / 2.19 eV
Relative energy (zero: lowest compared OMol25 entry of this formula, charge and spin) ... 0.0 kJ/mol

Entry 6:
Formula: C26H21Cl40F3O4S
Source: OMol25
Level of theory: ωB97M-V/def2-TZVPD

```
! wB97M-V def2-TZVPD RIJCOSX def2/J DEFGRID3
* xyz 0 1
C -3.950 1.185 0.489
O -3.617 1.668 1.773
C -4.457 1.161 2.793
C -4.099 -0.253 3.230
C -2.647 -0.404 3.705
C -1.698 -0.728 2.545
C -0.356 -1.310 2.911
C 0.352 -2.126 2.101
C -0.022 -2.566 0.722
C 0.760 -1.743 -0.328
C 0.013 -1.697 -1.662
S -1.247 -0.402 -1.771
C 1.676 -2.651 2.569
O 2.085 -3.751 2.232
C 2.455 -1.752 3.447
C 1.786 -0.900 4.240
C 2.538 0.063 5.120
O 1.629 0.904 5.824
C 2.137 1.804 6.685
F 3.480 1.838 6.683
F 1.698 3.028 6.385
F 1.742 1.533 7.934
C 0.281 -0.987 4.234
O -0.337 -0.883 5.275
H -5.010 1.357 0.272
H -3.734 0.117 0.378
H -3.338 1.728 -0.227
H -5.497 1.187 2.441
H -4.402 1.839 3.647
H -4.295 -0.922 2.387
H -4.798 -0.551 4.013
H -2.624 -1.223 4.420
H -2.353 0.526 4.190
H -1.554 0.172 1.942
H -2.202 -1.461 1.911
H 0.245 -3.621 0.626
H -1.083 -2.440 0.521
H 1.775 -2.127 -0.444
H 0.841 -0.723 0.055
H 0.730 -1.519 -2.464
H -0.484 -2.644 -1.854
H -0.444 0.638 -1.999
H 3.537 -1.806 3.427
H 3.180 0.672 4.478
H 3.169 -0.495 5.814
Cl -0.488 0.809 -5.047
C 0.225 2.419 -5.153
Cl 1.850 2.308 -5.834
Cl -0.776 3.437 -6.182
Cl 0.337 3.143 -3.536
Cl -2.259 4.063 -9.847
C -1.153 2.837 -10.480
Cl -0.538 3.357 -12.051
Cl 0.187 2.630 -9.353
Cl -2.015 1.307 -10.660
Cl 4.132 4.660 -4.122
C 5.188 4.920 -5.513
Cl 5.142 3.489 -6.551
Cl 4.619 6.320 -6.422
Cl 6.843 5.203 -4.970
Cl 9.587 2.488 -4.750
C 8.414 1.232 -5.169
Cl 6.918 1.522 -4.274
Cl 8.076 1.255 -6.903
Cl 9.068 -0.347 -4.729
Cl 4.936 2.233 -1.054
C 4.037 3.356 -0.032
Cl 2.911 2.449 0.988
Cl 5.155 4.260 0.986
Cl 3.119 4.474 -1.041
Cl -7.692 0.311 4.312
C -7.549 0.459 6.070
Cl -5.844 0.481 6.532
Cl -8.316 1.960 6.592
Cl -8.348 -0.915 6.836
Cl -9.391 -3.606 8.404
C -10.909 -4.340 7.875
Cl -12.133 -4.127 9.128
Cl -11.445 -3.558 6.385
Cl -10.657 -6.062 7.581
Cl 0.194 -5.141 -2.006
C 0.744 -5.997 -3.454
Cl -0.443 -7.225 -3.895
Cl 0.920 -4.839 -4.775
Cl 2.297 -6.762 -3.124
Cl 11.494 5.507 -7.925
C 10.328 4.248 -8.340
Cl 8.823 4.539 -7.459
Cl 10.007 4.289 -10.077
Cl 11.002 2.669 -7.912
Cl -4.091 -3.566 2.849
C -3.698 -5.095 2.056
Cl -2.866 -6.155 3.198
Cl -5.171 -5.878 1.487
Cl -2.630 -4.754 0.689
*
```

Results
Electronic energy ... -20409.58307 Ha
Frontier orbital gap ... 8.25 eV
HOMO level ... -9.20 eV
LUMO ... -0.95 eV
SMILES string ... COCCCCC1=C(CCCS)C(=O)C=C(COC(F)(F)F)C1=O.ClC(Cl)(Cl)Cl.ClC(Cl)(Cl)Cl.ClC(Cl)(Cl)Cl.ClC(Cl)(Cl)Cl.ClC(Cl)(Cl)Cl.ClC(Cl)(Cl)Cl.ClC(Cl)(Cl)Cl.ClC(Cl)(Cl)Cl.ClC(Cl)(Cl)Cl.ClC(Cl)(Cl)Cl

Entry 7:
Formula: C26H21ClGeO9P2Tc
Source: OMol25
Level of theory: ωB97M-V/def2-TZVPD

```
! wB97M-V def2-TZVPD RIJCOSX def2/J DEFGRID3
* xyz 1 1
Tc -0.448 0.021 0.871
O 2.286 -0.204 3.867
P 1.103 -0.802 3.045
O 0.351 -1.858 3.687
O 0.190 0.443 2.585
O 1.746 -1.208 1.571
P 2.373 -0.246 0.404
O 3.136 0.850 1.297
O 3.207 -0.906 -0.576
O 1.087 0.535 -0.129
H 2.848 0.399 3.366
H 3.980 1.071 0.893
Cl -4.058 -5.941 -4.056
C -3.190 -4.946 -2.942
C -2.581 -5.530 -1.840
C -1.890 -4.730 -0.949
C -1.820 -3.357 -1.158
C -2.432 -2.785 -2.268
C -3.117 -3.580 -3.168
C -1.126 -2.539 -0.150
O -0.486 -2.960 0.771
O -1.325 -1.179 -0.281
H -2.653 -6.598 -1.686
H -1.403 -5.158 -0.083
H -2.362 -1.718 -2.433
H -3.594 -3.153 -4.040
C -1.866 1.215 0.847
Ge -1.808 3.097 0.859
C -3.066 0.497 1.335
C -4.131 0.210 0.469
C -5.165 -0.595 0.901
C -5.156 -1.119 2.194
C -4.103 -0.852 3.049
C -3.051 -0.046 2.626
C -2.970 4.289 0.037
C -4.345 4.042 -0.049
C -5.153 4.969 -0.686
C -4.590 6.106 -1.257
C -3.224 6.345 -1.173
C -2.404 5.444 -0.512
C -0.525 3.745 2.095
C -1.019 4.279 3.286
C -0.130 4.656 4.282
C 1.236 4.509 4.084
C 1.726 3.992 2.891
C 0.849 3.595 1.894
H -4.117 0.595 -0.545
H -5.977 -0.830 0.227
H -5.977 -1.740 2.528
H -4.088 -1.271 4.046
H -2.227 0.173 3.296
H -4.780 3.148 0.380
H -6.220 4.803 -0.745
H -5.226 6.814 -1.772
H -2.799 7.237 -1.615
H -1.343 5.643 -0.425
H -2.085 4.399 3.447
H -0.505 5.071 5.208
H 1.924 4.798 4.867
H 2.793 3.896 2.738
H 1.238 3.170 0.976
*
```

Results
Electronic energy ... -4981.11910 Ha
Frontier orbital gap ... 6.05 eV
HOMO level ... -11.41 eV
LUMO ... -5.36 eV
Relative energy (zero: lowest compared OMol25 entry of this formula, charge and spin) ... 0.0 kJ/mol